Entry i
A 2-piece molecular cluster, C4H11N2 overall, computed with ωB97M-V/def2-TZVPD.

Results
lowest unoccupied orbital energy	-3.3	eV
net charge	+1
gap between HOMO and LUMO	9.28	eV
HOMO level	-12.625	eV

Last column: Löwdin charge in e.
Positions of all 17 atoms, in Å:
1 C -0.04 -0.46 0.78  0.02
2 C -2.32 -0.47 0.01  0.01
3 C 1.82 -1.08 -0.60  -0.03
4 C 1.55 1.29 0.19  -0.02
5 N -2.88 0.59 -0.35  0.08
6 N 1.10 -0.09 0.21  -0.25
7 H -0.44 0.12 1.60  0.09
8 H -0.41 -1.57 0.70  0.12
9 H -2.89 -1.34 0.19  0.06
10 H 2.60 -0.45 -1.06  0.09
11 H 2.19 -1.93 0.10  0.13
12 H 1.30 -1.60 -1.47  0.12
13 H 1.28 1.88 -0.70  0.11
14 H 1.02 1.76 0.99  0.08
15 H 2.66 1.25 0.37  0.12
16 H -2.63 1.55 -0.61  0.14
17 H -3.90 0.56 -0.37  0.13

---

Entry ii
A 2-piece molecular cluster, C4H11N2 overall, computed with ωB97M-V/def2-TZVPD.

Results
lowest unoccupied orbital energy	-3.5	eV
net charge	+1
gap between HOMO and LUMO	9.90	eV
HOMO level	-13.415	eV

Last column: Löwdin charge in e.
Positions of all 17 atoms, in Å:
1 C 1.32 -0.32 -1.03  0.05
2 C 0.02 -0.57 -1.34  -0.01
3 C 3.57 0.58 -0.32  -0.02
4 C -2.64 0.41 1.50  -0.17
5 N 2.36 -0.06 -0.54  0.15
6 N -2.00 -0.56 0.65  -0.12
7 H -0.35 0.20 -1.95  0.11
8 H -0.23 -1.50 -1.73  0.10
9 H -0.69 -0.28 -0.49  0.09
10 H 4.52 0.10 -0.67  0.13
11 H 3.50 1.53 -0.75  0.09
12 H 3.58 0.66 0.78  0.12
13 H -2.89 1.26 0.78  0.11
14 H -1.91 0.69 2.22  0.07
15 H -3.52 0.09 2.00  0.07
16 H -1.99 -1.49 1.09  0.10
17 H -2.63 -0.72 -0.21  0.13

---

Which is the most stable structure? entry ii is the most stable.

---

Entry i
C4H9N3O in the gas phase, computed with ωB97M-V/def2-TZVPD.

Results
lowest unoccupied orbital energy	1.0	eV
net charge	0
gap between HOMO and LUMO	9.16	eV
SMILES	C=NN(C)/C(C)=N\O
HOMO level	-8.124	eV

Last column: Löwdin charge in e.
Positions of all 17 atoms, in Å:
1 C -1.35 1.24 0.73  -0.05
2 C -1.40 -1.42 -0.38  -0.02
3 N 0.93 -1.48 -0.07  0.01
4 C -0.11 -0.74 -0.03  -0.40
5 C 1.87 1.29 -0.74  -0.04
6 O 2.08 -1.11 0.64  -0.08
7 N 0.97 1.45 0.13  0.02
8 N -0.14 0.60 0.26  -0.15
9 H 2.67 -1.86 0.52  0.09
10 H -1.77 0.70 1.58  0.09
11 H -2.10 1.33 -0.06  0.08
12 H -1.07 2.25 1.06  0.08
13 H -1.20 -2.44 -0.68  0.08
14 H -2.08 -1.43 0.47  0.08
15 H -1.89 -0.89 -1.21  0.08
16 H 1.99 0.44 -1.41  0.07
17 H 2.61 2.07 -0.80  0.06

---

Entry ii
C4H9N3O in the gas phase, computed with ωB97M-V/def2-TZVPD.

Results
lowest unoccupied orbital energy	0.7	eV
net charge	0
gap between HOMO and LUMO	8.89	eV
SMILES	C=C(N)/C(C)=[N+](\N)[O-]
HOMO level	-8.214	eV

Last column: Löwdin charge in e.
Positions of all 17 atoms, in Å:
1 N -0.38 1.14 -0.74  -0.29
2 C -0.07 -0.78 0.74  -0.38
3 C -0.15 -0.16 -0.60  -0.21
4 N -0.80 1.92 0.35  0.10
5 N -1.19 -0.59 1.55  0.09
6 C 1.02 -1.46 1.14  0.05
7 C 0.50 -0.72 -1.78  -0.03
8 O 0.21 1.75 -1.72  -0.13
9 H 1.25 0.22 -1.98  0.15
10 H -0.01 2.16 0.93  0.11
11 H -1.21 2.76 -0.05  0.10
12 H -1.08 -0.89 2.50  0.09
13 H -1.68 0.28 1.41  0.06
14 H 1.09 -1.85 2.14  0.05
15 H 1.89 -1.53 0.52  0.06
16 H -0.05 -0.46 -2.69  0.08
17 H 0.65 -1.80 -1.73  0.09

---

Which is the most stable structure? entry i is the most stable.

---

Entry i
A 2-piece molecular cluster, C4H9N3O overall, computed with ωB97M-V/def2-TZVPD.

Results
lowest unoccupied orbital energy	-0.1	eV
net charge	0
gap between HOMO and LUMO	9.69	eV
HOMO level	-9.798	eV

Last column: Löwdin charge in e.
Positions of all 17 atoms, in Å:
1 C -1.43 0.28 -0.18  -0.48
2 C -0.27 -1.58 -0.11  -0.07
3 C 0.61 -0.43 0.37  -0.33
4 C 2.07 -0.51 0.32  -0.06
5 H -1.61 1.96 1.26  0.24
6 H -0.46 1.98 0.09  0.01
7 H -3.09 0.22 0.86  0.13
8 H 0.07 -2.38 -0.64  0.09
9 H -1.24 -1.74 0.26  0.05
10 H 0.19 -0.08 1.26  0.12
11 H 2.41 -0.48 1.53  0.18
12 H 2.61 -1.22 -0.34  0.12
13 H 2.30 1.22 -0.90  0.02
14 N -1.43 1.77 -0.10  0.07
15 N -2.51 -0.51 0.12  0.06
16 N -0.23 -0.31 -0.69  -0.01
17 O 2.76 0.92 -0.14  -0.14

---

Entry ii
A 2-piece molecular cluster, C4H9N3O overall, computed with ωB97M-V/def2-TZVPD.

Results
lowest unoccupied orbital energy	0.1	eV
net charge	0
gap between HOMO and LUMO	8.26	eV
SMILES	C=NC(N)=O.C=CN
HOMO level	-8.156	eV

Last column: Löwdin charge in e.
Positions of all 17 atoms, in Å:
1 C 1.37 0.44 -0.74  -0.69
2 N 0.77 0.65 -1.93  0.17
3 N -1.18 -1.82 -0.50  0.03
4 O 2.11 -0.51 -0.55  0.03
5 H 0.92 -0.01 -2.68  0.11
6 H 0.08 1.38 -2.00  0.10
7 H -0.88 -1.61 -1.45  0.07
8 H -0.40 -2.20 0.05  0.09
9 C -1.81 -0.77 0.11  -0.34
10 C 1.69 1.44 1.25  0.04
11 C -1.77 -0.48 1.42  -0.04
12 N 1.00 1.40 0.16  0.06
13 H -2.37 -0.14 -0.57  0.10
14 H 1.43 2.17 2.03  0.08
15 H 2.56 0.78 1.46  0.10
16 H -2.30 0.38 1.80  0.04
17 H -1.22 -1.10 2.12  0.05

---

Entry iii
C4H9N3O as an isolated structure, computed with ωB97M-V/def2-TZVPD.

Results
lowest unoccupied orbital energy	-0.4	eV
net charge	0
gap between HOMO and LUMO	8.62	eV
HOMO level	-9.068	eV

Last column: Löwdin charge in e.
Positions of all 17 atoms, in Å:
1 C -3.15 -0.79 0.42  -0.19
2 C -1.72 -0.49 -0.19  -0.46
3 C -0.20 1.40 -0.01  -0.20
4 C 1.48 -0.40 -0.90  -0.18
5 H -3.57 -1.84 -0.02  0.09
6 H -4.04 -0.13 0.08  0.06
7 H -3.62 -0.79 1.69  0.15
8 H -1.73 -1.15 -1.20  0.14
9 H -0.91 -1.15 0.33  0.13
10 H -2.44 1.31 0.81  0.28
11 H -0.46 2.41 0.78  0.18
12 H 0.77 -1.03 -1.55  0.12
13 H 1.99 0.40 1.15  0.13
14 N -1.52 0.82 -0.26  -0.09
15 N 0.98 0.92 -0.45  0.00
16 N 2.37 -1.00 -0.06  -0.06
17 O 2.84 -0.19 0.93  -0.11

---

Entry iv
A 2-piece molecular cluster, C4H9N3O overall, computed with ωB97M-V/def2-TZVPD.

Results
lowest unoccupied orbital energy	0.9	eV
net charge	0
gap between HOMO and LUMO	10.00	eV
SMILES	CN(N)C#N.C=CO
HOMO level	-9.081	eV

Last column: Löwdin charge in e.
Positions of all 17 atoms, in Å:
1 C -0.16 -1.67 1.32  -0.30
2 C 1.10 -1.85 0.86  0.01
3 C 0.67 2.26 -0.66  -0.06
4 N 0.07 0.96 -0.49  -0.26
5 N 0.00 0.21 -1.70  0.08
6 O -1.23 -1.93 0.49  -0.05
7 C -0.89 0.77 0.47  -0.28
8 N -1.95 0.90 0.93  0.17
9 H -1.98 -1.38 0.77  0.07
10 H -0.35 -1.52 2.38  0.11
11 H -0.84 0.44 -2.24  0.09
12 H -0.08 -0.77 -1.43  0.06
13 H 1.92 -1.96 1.55  0.05
14 H 1.28 -2.26 -0.12  0.05
15 H 1.66 2.14 -1.10  0.08
16 H 0.08 2.88 -1.34  0.08
17 H 0.71 2.76 0.31  0.09

---

Which is the most stable structure? entry ii is the most stable.

---

Entry i
A 2-piece molecular cluster, C4H9N3O overall, computed with ωB97M-V/def2-TZVPD.

Results
lowest unoccupied orbital energy	0.9	eV
net charge	0
gap between HOMO and LUMO	10.61	eV
SMILES	N=C=NCON.C=C
HOMO level	-9.701	eV

Last column: Löwdin charge in e.
Positions of all 17 atoms, in Å:
1 C 1.38 0.73 -1.48  -0.06
2 C 0.71 -0.14 -2.23  -0.11
3 N 0.78 -1.17 1.46  0.04
4 O 0.75 0.23 1.53  -0.22
5 H 0.45 -1.56 2.35  0.09
6 H 0.13 -1.47 0.72  0.06
7 H 1.31 1.79 -1.66  0.05
8 H 2.01 0.43 -0.67  0.04
9 H -1.71 -0.61 -1.85  0.08
10 H 0.82 -1.20 -2.07  0.05
11 H 0.23 0.17 -3.15  0.05
12 C -0.48 0.79 1.93  -0.25
13 N -1.53 0.67 0.99  0.12
14 C -1.74 -0.07 0.05  -0.34
15 N -2.04 -0.79 -0.86  0.14
16 H -0.27 1.86 2.08  0.13
17 H -0.82 0.34 2.88  0.13

---

Entry ii
C4H9N3O as an isolated structure, computed with ωB97M-V/def2-TZVPD.

Results
lowest unoccupied orbital energy	1.0	eV
net charge	0
gap between HOMO and LUMO	8.81	eV
HOMO level	-7.792	eV

Last column: Löwdin charge in e.
Positions of all 17 atoms, in Å:
1 C -2.74 -0.46 0.42  -0.27
2 C -1.73 1.13 -0.78  0.00
3 C 2.43 0.60 0.43  -0.06
4 C 1.65 -0.73 0.14  -0.27
5 N -1.58 -0.83 0.81  0.05
6 N -0.62 -0.13 0.21  -0.15
7 N 0.38 -0.63 -0.48  -0.11
8 O -2.92 0.49 -0.46  -0.07
9 H -3.68 -0.99 0.76  0.15
10 H -1.52 2.11 -0.36  0.09
11 H -1.52 1.02 -1.95  0.14
12 H 3.18 0.39 1.09  0.03
13 H 2.90 0.94 -0.48  0.07
14 H 1.76 1.25 0.90  0.04
15 H 2.25 -1.15 -0.60  0.08
16 H 1.58 -1.27 1.04  0.10
17 H 0.18 -1.72 -0.69  0.18

---

Entry iii
C4H9N3O in the gas phase, computed with ωB97M-V/def2-TZVPD.

Results
lowest unoccupied orbital energy	0.9	eV
net charge	0
gap between HOMO and LUMO	9.57	eV
SMILES	C[C@@H](O)N1N=CCN1
HOMO level	-8.620	eV

Last column: Löwdin charge in e.
Positions of all 17 atoms, in Å:
1 C -2.18 -0.59 0.14  -0.13
2 C -1.81 0.85 0.51  -0.17
3 C 2.23 -0.05 -0.57  0.00
4 C 1.02 -0.77 0.06  -0.47
5 N -1.26 -1.22 -0.45  0.10
6 N -0.58 1.00 -0.19  -0.02
7 N -0.14 -0.32 -0.59  -0.15
8 O 0.94 -0.66 1.45  0.02
9 H -3.08 -1.18 0.21  0.10
10 H -2.57 1.50 -0.02  0.12
11 H -1.61 1.24 1.55  0.12
12 H 2.13 0.95 -0.32  0.05
13 H 3.18 -0.46 -0.41  0.07
14 H 1.98 -0.19 -1.57  0.06
15 H 1.16 -1.74 -0.24  0.12
16 H -0.61 1.41 -1.10  0.12
17 H 1.20 0.24 1.56  0.07

---

Entry iv
C4H9N3O as an isolated structure, computed with ωB97M-V/def2-TZVPD.

Results
lowest unoccupied orbital energy	1.0	eV
net charge	0
gap between HOMO and LUMO	9.16	eV
HOMO level	-8.183	eV

Last column: Löwdin charge in e.
Positions of all 17 atoms, in Å:
1 C 0.88 -0.40 0.66  -0.24
2 C -1.49 -0.24 0.01  -0.31
3 C -1.16 -0.90 -1.28  -0.27
4 C -1.28 1.05 -0.81  -0.06
5 H 3.36 0.72 1.86  0.01
6 H 3.25 0.67 0.34  0.07
7 H 1.13 -0.69 -0.43  0.16
8 H -0.62 0.12 1.83  0.12
9 H -2.53 -0.47 0.48  0.18
10 H -1.99 -1.36 -1.70  0.10
11 H -0.40 -1.70 -1.14  0.12
12 H -2.17 1.59 -1.35  0.16
13 H -0.47 1.63 -0.35  0.11
14 N 3.03 0.15 1.19  -0.01
15 N 1.63 0.05 1.57  -0.02
16 N -0.48 -0.43 1.00  0.00
17 O -0.67 0.21 -1.89  -0.11

---

Which is the most stable structure? entry iii is the most stable.

---

Entry i
A 8-piece molecular cluster, H16O8 overall, computed with ωB97M-V/def2-TZVPD.

Results
lowest unoccupied orbital energy	-0.3	eV
net charge	0
gap between HOMO and LUMO	10.83	eV
SMILES	O.O.O.O.O.O.O.O
HOMO level	-11.171	eV

Last column: Löwdin charge in e.
Positions of all 24 atoms, in Å:
1 O 1.25 -3.41 -0.31  -0.05
2 H 0.93 -2.64 0.19  0.01
3 H 1.10 -3.19 -1.23  0.01
4 O -0.83 2.11 3.58  -0.04
5 H -1.31 1.57 2.94  0.02
6 H -0.74 2.97 3.17  0.02
7 O 3.43 -0.94 -2.91  -0.05
8 H 2.66 -1.06 -2.36  0.00
9 H 3.08 -0.74 -3.78  0.03
10 O 0.39 -0.68 -2.34  -0.04
11 H -0.47 -0.26 -2.49  0.07
12 H 0.42 -1.39 -2.99  0.06
13 O 0.70 -0.38 0.51  -0.06
14 H 0.54 0.54 0.73  0.00
15 H 0.80 -0.39 -0.45  0.01
16 O -1.92 -1.51 1.61  -0.06
17 H -1.64 -1.80 2.48  0.04
18 H -1.16 -1.04 1.24  -0.02
19 O -0.01 2.39 0.52  -0.05
20 H 0.76 2.65 0.00  0.08
21 H -0.34 3.21 0.89  0.07
22 O -2.71 1.38 -0.02  -0.06
23 H -1.78 1.51 0.22  -0.03
24 H -3.15 1.09 0.78  0.03

---

Entry ii
A 8-piece molecular cluster, H16O8 overall, computed with ωB97M-V/def2-TZVPD.

Results
lowest unoccupied orbital energy	0.2	eV
net charge	0
gap between HOMO and LUMO	10.59	eV
SMILES	O.O.O.O.O.O.O.O
HOMO level	-10.412	eV

Last column: Löwdin charge in e.
Positions of all 24 atoms, in Å:
1 O -0.27 -2.74 0.63  -0.08
2 H -0.10 -3.21 -0.19  0.04
3 H 0.00 -1.81 0.55  -0.02
4 O -0.80 -0.11 2.68  -0.03
5 H -0.80 0.33 3.55  0.09
6 H -0.97 -1.04 2.76  0.06
7 O 0.54 0.73 -3.14  -0.02
8 H 1.10 0.74 -3.91  0.05
9 H -0.13 0.11 -3.41  0.06
10 O -2.85 1.35 1.21  -0.03
11 H -2.47 0.80 1.84  -0.03
12 H -2.08 1.83 0.90  0.05
13 O 0.16 -0.15 -0.31  -0.04
14 H 0.26 0.50 0.37  0.03
15 H 0.72 0.23 -1.01  0.05
16 O -2.17 0.79 -1.47  -0.08
17 H -1.38 0.30 -1.16  -0.01
18 H -2.77 0.83 -0.74  -0.02
19 O 1.87 -0.85 2.01  -0.03
20 H 1.00 -0.55 2.28  -0.03
21 H 2.53 -0.62 2.64  0.02
22 O 2.88 0.71 -1.65  -0.04
23 H 2.13 0.93 -2.20  -0.02
24 H 3.61 0.90 -2.23  0.02

---

Entry iii
A 8-piece molecular cluster, H16O8 overall, computed with ωB97M-V/def2-TZVPD.

Results
lowest unoccupied orbital energy	-0.3	eV
net charge	0
gap between HOMO and LUMO	9.73	eV
SMILES	O.O.O.O.O.O.O.O
HOMO level	-10.006	eV

Last column: Löwdin charge in e.
Positions of all 24 atoms, in Å:
1 O -4.02 -9.72 30.33  -0.07
2 H -4.75 -10.19 30.72  -0.02
3 H -4.24 -9.73 29.36  0.08
4 O -5.37 -12.81 29.53  -0.07
5 H -5.54 -13.76 29.44  0.04
6 H -6.26 -12.43 29.72  -0.01
7 O -3.41 -8.87 32.76  -0.10
8 H -3.88 -9.37 33.48  0.06
9 H -3.74 -9.18 31.88  -0.04
10 O -7.84 -12.24 30.60  -0.02
11 H -8.17 -13.10 30.43  0.06
12 H -8.63 -11.71 30.52  0.07
13 O -6.04 -10.56 31.96  -0.03
14 H -6.30 -9.63 31.93  0.00
15 H -6.75 -11.05 31.58  -0.01
16 O -6.29 -7.83 31.46  -0.04
17 H -5.48 -7.35 31.40  0.06
18 H -6.38 -8.14 30.56  -0.01
19 O -6.77 -8.96 29.07  -0.03
20 H -7.34 -8.46 28.45  0.09
21 H -6.84 -9.84 28.71  0.05
22 O -8.93 -8.76 32.00  -0.04
23 H -8.10 -8.35 31.73  -0.02
24 H -9.40 -7.96 32.12  0.02

---

Entry iv
A 8-piece molecular cluster, H16O8 overall, computed with ωB97M-V/def2-TZVPD.

Results
lowest unoccupied orbital energy	-0.4	eV
net charge	0
gap between HOMO and LUMO	9.92	eV
SMILES	O.O.O.O.O.O.O.O
HOMO level	-10.304	eV

Last column: Löwdin charge in e.
Positions of all 24 atoms, in Å:
1 H 0.99 -0.27 -1.07  0.00
2 H -0.24 0.22 -0.20  0.03
3 H -1.38 2.54 0.15  0.08
4 H -2.54 2.88 -0.87  0.03
5 H -0.47 0.48 3.30  0.06
6 H -0.90 -0.67 2.46  -0.01
7 H -3.60 0.68 0.76  -0.01
8 H -3.77 0.67 -0.84  0.06
9 H 0.24 -2.86 -1.28  0.04
10 H 1.37 -2.04 -0.49  0.08
11 H 3.53 2.70 -0.11  0.04
12 H 3.19 3.81 -0.89  -0.02
13 H -1.48 -2.52 -1.71  0.03
14 H -1.66 -2.06 -0.39  -0.01
15 H 3.43 -1.95 1.16  0.07
16 H 3.50 -1.86 -0.36  -0.05
17 O 0.08 -0.22 -0.97  -0.04
18 O -2.40 2.62 0.04  -0.08
19 O -0.28 -0.46 3.13  -0.04
20 O -4.22 0.59 0.05  -0.08
21 O 0.40 -2.36 -0.48  -0.10
22 O 3.95 3.47 -0.53  -0.03
23 O -1.69 -1.72 -1.24  -0.03
24 O 3.95 -1.66 0.39  -0.01

---

Which is the most stable structure? entry iii is the most stable.